Molecular formula: C26H40CaS4Si2Te
Method: DFT, ωB97M-V/def2-TZVPD

The geometry in ORCA input format:
```
! RIJCOSX wB97M-V def2-TZVPD def2/J DEFGRID3
* xyz 0 1
Ca -1.837 17.925 8.226
C -3.933 15.259 10.123
C -5.053 15.747 9.162
S -4.751 17.275 8.157
C -5.909 18.460 9.053
C -5.258 19.172 10.236
S -3.562 19.731 9.846
C -2.842 20.286 11.527
C -1.577 19.435 12.020
S -0.594 18.660 10.590
C -0.285 16.969 11.168
C -1.517 16.115 11.438
S -2.158 15.513 9.787
H -4.004 14.185 10.188
H -4.144 15.610 11.154
H -5.969 15.898 9.804
H -5.200 14.990 8.378
H -6.783 17.927 9.358
H -6.135 19.212 8.270
H -5.040 18.521 11.074
H -5.871 20.026 10.604
H -3.656 20.241 12.275
H -2.639 21.345 11.352
H -1.952 18.614 12.626
H -0.907 20.073 12.633
H 0.392 17.038 12.022
H 0.277 16.437 10.383
H -2.284 16.806 11.928
H -1.279 15.221 12.052
C -2.647 20.127 4.450
Si -0.845 20.352 4.687
C -0.260 20.648 6.430
C -0.320 21.643 3.365
C -0.885 22.938 3.177
C -0.731 23.492 1.888
C 0.030 22.926 0.894
C 0.612 21.662 1.123
C 0.459 21.047 2.331
Si 0.785 19.290 3.130
C 0.167 18.044 1.945
C 2.593 19.392 3.585
H -2.935 20.934 3.737
H -3.281 20.284 5.362
H -2.978 19.196 3.935
H 0.708 21.177 6.491
H -0.108 19.677 6.922
H -0.965 21.243 7.034
H -1.367 23.483 3.958
H -1.163 24.458 1.635
H 0.209 23.432 -0.041
H 1.136 21.181 0.324
H -0.513 18.516 1.177
H -0.489 17.398 2.526
H 0.900 17.363 1.451
H 3.175 18.520 3.374
H 2.714 19.707 4.670
H 2.971 20.327 3.045
C -1.811 14.376 5.587
Te -0.627 16.209 5.906
C 0.747 14.808 6.995
C 0.528 13.523 6.259
C 1.537 12.547 6.216
C 1.312 11.451 5.362
C 0.049 11.173 4.807
C -1.012 12.058 4.979
C -0.753 13.294 5.626
H -2.322 14.385 4.642
H -2.558 14.374 6.429
H 0.316 14.877 7.972
H 1.729 15.281 7.005
H 2.560 12.689 6.654
H 2.098 10.860 4.971
H -0.128 10.279 4.170
H -2.010 11.856 4.620
*
```

Values from the calculation:
Molecular weight   704.72 u
Frontier orbital gap (spin up / spin down)   0.13664 / 0.13717 Ha
Energy above the lowest of the compared OMol25 structures with the same formula, charge and spin   0.00 kcal/mol
Calculated total energy   -4131.9104 Ha

Molecular formula: H12O6
Method: DFT, ωB97M-V/def2-TZVPD

The geometry in ORCA input format:
```
! RIJCOSX wB97M-V def2-TZVPD def2/J DEFGRID3
* xyz -1 2
O 0.332 0.462 -0.858
H 0.796 0.281 -0.041
H 0.692 -0.168 -1.483
O 1.608 -1.258 -2.721
H 1.205 -1.538 -3.543
H 2.071 -2.033 -2.404
O -1.618 1.934 0.317
H -1.040 1.462 -0.283
H -2.369 2.185 -0.221
O 1.977 -0.254 1.617
H 2.023 -1.209 1.573
H 2.890 0.032 1.570
O -2.449 -1.361 -0.312
H -3.072 -1.033 0.337
H -2.020 -0.576 -0.651
O -0.333 1.180 2.726
H -0.810 1.501 1.961
H 0.116 0.393 2.416
*
```

Values from the calculation:
Molecular weight   108.09 u
Frontier orbital gap (spin up / spin down)   0.09897 / 0.39319 Ha
Energy above the lowest of the compared OMol25 structures with the same formula, charge and spin   8.60 kcal/mol
Calculated total energy   -458.6207 Ha

Molecular formula: C4H7NO2
Method: DFT, ωB97M-V/def2-TZVPD

The geometry in ORCA input format:
```
! RIJCOSX wB97M-V def2-TZVPD def2/J DEFGRID3
* xyz 0 1
C 1.229 -1.281 0.085
C 0.278 -0.123 -0.059
C 0.688 1.178 -0.610
O -0.090 0.267 -1.369
C -0.802 -0.114 0.956
O -0.750 -0.532 2.178
N -1.995 0.235 1.168
H 2.051 -1.170 -0.625
H 1.628 -1.314 1.103
H 0.712 -2.224 -0.116
H 0.172 2.085 -0.295
H 1.719 1.295 -0.937
H -2.727 0.906 -0.579
H -2.126 0.888 -1.022
*
```

Values from the calculation:
Molecular weight   101.10 u
Frontier orbital gap   0.36427 Ha
Energy above the lowest of the compared OMol25 structures with the same formula, charge and spin   145.56 kcal/mol
Calculated total energy   -361.6489 Ha

Molecular formula: C20H25N5OS2
Method: DFT, ωB97M-V/def2-TZVPD

The geometry in ORCA input format:
```
! RIJCOSX wB97M-V def2-TZVPD def2/J DEFGRID3
* xyz 0 1
C 0.723 -0.944 -3.317
H 0.805 -0.848 -4.397
H -0.244 -1.383 -3.085
C 0.860 0.403 -2.613
N -0.305 1.246 -2.821
C -0.615 2.143 -1.718
H 0.085 1.977 -0.893
C -2.042 1.927 -1.198
H -2.762 2.201 -1.968
H -2.209 2.565 -0.329
C -2.304 0.470 -0.810
N -1.508 0.045 0.320
C -1.941 0.186 1.588
O -3.039 0.620 1.881
C -0.934 -0.267 2.606
C 0.379 0.120 2.475
C 1.304 -0.362 3.412
N 1.007 -1.093 4.440
C -0.280 -1.441 4.632
C -0.601 -2.218 5.762
C -1.893 -2.612 5.977
C -2.907 -2.247 5.078
C -2.626 -1.494 3.970
C -1.308 -1.064 3.720
H -3.408 -1.199 3.289
H -3.921 -2.567 5.268
H -2.142 -3.207 6.843
H 0.198 -2.485 6.435
S 3.043 0.033 3.242
C 3.279 -0.363 1.573
N 2.380 -0.760 0.735
N 2.862 -1.014 -0.475
C 4.121 -0.821 -0.610
C 4.877 -1.026 -1.862
H 5.401 -0.113 -2.141
H 4.189 -1.308 -2.654
H 5.618 -1.813 -1.729
S 4.891 -0.266 0.878
H 0.700 0.777 1.685
H -0.583 -0.312 0.141
H -2.076 -0.174 -1.661
H -3.353 0.358 -0.525
H -0.503 3.192 -2.023
C -0.284 1.903 -4.115
C -1.666 2.365 -4.559
H -2.030 3.180 -3.940
H -2.368 1.538 -4.500
H -1.622 2.714 -5.588
H 0.409 2.766 -4.117
H 0.087 1.181 -4.844
H 1.788 0.900 -2.947
H 0.964 0.205 -1.546
H 1.504 -1.612 -2.965
*
```

Values from the calculation:
Molecular weight   415.59 u
Frontier orbital gap   0.30707 Ha
SMILES   CCN(CC)CCCNC(=O)c1cc(Sc2nnc(C)s2)nc2ccccc12
Calculated total energy   -1922.5195 Ha